{"formula": "C5H8O", "method": "wB97M-V/def2-TZVPD", "symbols": ["O", "C", "C", "C", "C", "C", "H", "H", "H", "H", "H", "H", "H", "H"], "xyz": [[-2.2004, -1.5815, 0.9403], [-1.0446, -1.9024, 0.7436], [-0.2041, -0.6101, 0.6291], [-0.3426, -0.1337, -0.7178], [0.4764, 1.1345, -0.9240], [1.3142, 1.7726, 0.0256], [-0.7536, -2.9971, 0.7298], [0.8271, -0.7171, 0.9231], [-0.5081, 0.0085, 1.4190], [-1.3859, 0.2782, -0.8341], [-0.2006, -0.8040, -1.6601], [0.8739, 1.1978, -1.9174], [1.7814, 2.7621, -0.3714], [1.3668, 1.5922, 1.0143]], "lowdin_charge": [0.026, -0.204, -0.235, -0.254, -0.150, 0.024, 0.135, 0.109, 0.109, 0.137, 0.157, 0.074, 0.083, -0.010], "max_force_ev_per_a": 7.210, "smiles": "C=CCCC=O", "mol_weight_g_mol": 84.12, "lumo_ev": 0.974, "relative_energy_kcal_mol": 68.8, "multiplicity": 1, "orbital_gap_ev": 10.277, "e_homo_ev": -9.303, "e_tot_ha": -270.4483}

{"formula": "C28H32FFeN7O3S2", "method": "wB97M-V/def2-TZVPD", "symbols": ["Fe", "C", "C", "N", "C", "C", "C", "O", "O", "C", "O", "C", "C", "C", "F", "C", "C", "C", "N", "C", "C", "N", "C", "C", "H", "H", "H", "H", "H", "H", "H", "H", "H", "H", "H", "H", "H", "H", "H", "H", "H", "H", "C", "C", "C", "C", "N", "C", "S", "N", "C", "H", "H", "H", "H", "H", "H", "H", "H", "N", "C", "S", "C", "C", "C", "N", "C", "C", "H", "H", "H", "H", "H", "H"], "xyz": [[-0.9555, 0.2690, -2.2194], [3.6001, -3.5912, 2.4026], [3.6102, -2.0766, 2.3123], [2.3927, -1.5509, 1.6447], [2.4418, -1.3284, 0.3382], [1.3800, -0.8642, -0.4166], [1.6525, -0.7109, -1.8918], [2.7746, -0.6984, -2.3133], [0.5763, -0.6372, -2.6716], [0.1846, -0.5496, 0.2369], [-0.8483, -0.0076, -0.3443], [0.0952, -0.8464, 1.6407], [-1.1068, -0.6414, 2.3394], [-1.1786, -0.9320, 3.6650], [-2.3213, -0.6813, 4.3188], [-0.0847, -1.4601, 4.3922], [1.0969, -1.6616, 3.7018], [1.2071, -1.3502, 2.3384], [-0.1706, -1.7750, 5.7532], [0.7782, -1.1990, 6.6919], [1.1002, -2.1925, 7.7940], [-0.1850, -2.5767, 8.4802], [-1.1822, -3.1331, 7.4948], [-1.4321, -2.1138, 6.3948], [4.5218, -3.9328, 2.8718], [3.5452, -4.0378, 1.4101], [2.7588, -3.9616, 2.9886], [4.4554, -1.7222, 1.7266], [3.6859, -1.5965, 3.2857], [3.3846, -1.5224, -0.1587], [-1.9723, -0.2385, 1.8332], [1.9244, -2.1150, 4.2257], [0.3576, -0.2869, 7.1434], [1.6994, -0.9091, 6.1929], [1.7743, -1.7780, 8.5408], [1.5166, -3.1145, 7.3916], [-0.5852, -1.7528, 8.9381], [-0.0031, -3.2573, 9.2207], [-2.0942, -3.3708, 8.0387], [-0.7438, -4.0473, 7.0983], [-1.9247, -1.2273, 6.8163], [-2.1210, -2.5613, 5.6841], [-4.3339, 1.1974, -7.7833], [-3.2787, 0.6765, -6.8732], [-2.0411, 0.2334, -7.2709], [-1.1197, -0.1832, -6.3050], [-1.4329, -0.1816, -4.9981], [-2.6330, 0.2114, -4.6339], [-3.1123, 0.1467, -2.9673], [-3.5356, 0.6580, -5.5400], [0.2341, -0.6680, -6.6829], [-4.2735, 0.7050, -8.7510], [-4.1811, 2.2676, -7.9408], [-5.3315, 1.0492, -7.3719], [-1.7855, 0.2188, -8.3205], [-4.4419, 0.9651, -5.2044], [0.6756, -0.0349, -7.4520], [0.1429, -1.6717, -7.1068], [0.8827, -0.7186, -5.8123], [1.5668, 6.8704, -2.8497], [0.6243, 6.2124, -3.5279], [-0.3077, 6.7943, -4.7336], [0.3670, 4.8014, -3.1131], [0.8169, 3.7415, -3.8974], [0.4489, 2.4605, -3.5602], [-0.3441, 2.1995, -2.5025], [-0.7516, 3.2155, -1.7234], [-0.4080, 4.5215, -1.9884], [1.7691, 7.8268, -3.1016], [2.1472, 6.4211, -2.1614], [1.4207, 3.9205, -4.7760], [0.7786, 1.6051, -4.1371], [-1.3900, 2.9611, -0.8866], [-0.7777, 5.3185, -1.3581]], "lowdin_charge": [0.869, -0.044, -0.156, 0.004, 0.070, -0.013, -0.521, 0.145, -0.143, -0.226, -0.126, -0.046, 0.103, -0.177, 0.099, -0.123, 0.075, -0.096, -0.082, -0.123, -0.075, 0.068, -0.069, -0.131, 0.095, 0.091, 0.076, 0.133, 0.121, 0.165, 0.146, 0.116, 0.146, 0.136, 0.146, 0.144, 0.189, 0.192, 0.147, 0.146, 0.142, 0.144, 0.026, -0.209, 0.068, -0.246, 0.106, -0.717, 0.750, 0.141, 0.012, 0.108, 0.117, 0.102, 0.147, 0.166, 0.104, 0.115, 0.085, 0.134, -0.879, 0.759, -0.233, 0.018, -0.082, -0.051, -0.082, 0.023, 0.122, 0.123, 0.137, 0.115, 0.127, 0.138], "total_charge": 3, "max_force_ev_per_a": 0.281, "mol_weight_g_mol": 653.59, "lumo_ev": [-7.395, -8.652], "multiplicity": 6, "orbital_gap_ev": [6.722, 5.451], "e_homo_ev": [-14.117, -14.103], "e_tot_ha": -3854.4084}

{"formula": "C13H25Cl3N2O4P", "method": "wB97M-V/def2-TZVPD", "symbols": ["C", "C", "C", "O", "C", "N", "C", "C", "N", "C", "C", "P", "O", "O", "C", "C", "O", "C", "C", "H", "H", "H", "H", "H", "H", "H", "H", "H", "H", "H", "H", "H", "H", "H", "H", "H", "H", "H", "H", "H", "H", "H", "H", "C", "Cl", "Cl", "Cl", "H"], "xyz": [[4.3464, -1.8627, 1.9581], [4.7112, -0.3809, 1.8056], [4.7046, 0.0776, 0.3564], [3.8297, 1.2632, 0.2493], [3.3172, 1.5349, -0.9144], [3.8966, 1.5008, -2.1127], [2.9721, 1.9072, -3.0580], [1.8451, 2.1884, -2.4125], [2.0697, 1.9442, -1.0683], [1.1520, 2.0528, 0.0849], [-0.3059, 2.2889, -0.2996], [-1.2523, 0.7448, -0.1867], [-0.4390, -0.3955, 0.2750], [-1.8558, 0.5581, -1.6448], [-1.8331, -0.7503, -2.2715], [-0.4917, -1.0546, -2.9338], [-2.4482, 1.1921, 0.7370], [-3.5872, 0.2967, 0.9104], [-3.3620, -0.7093, 2.0299], [4.8042, -2.4515, 1.1596], [3.2690, -2.0134, 1.9078], [4.7274, -2.2591, 2.8956], [5.7063, -0.2209, 2.2227], [4.0298, 0.2448, 2.3800], [5.6949, 0.3811, 0.0211], [4.2858, -0.6874, -0.2983], [4.8455, 1.2290, -2.3113], [3.1973, 1.9601, -4.1079], [0.9109, 2.5334, -2.8110], [1.5205, 2.8537, 0.7254], [1.2485, 1.1171, 0.6334], [-0.4417, 2.6889, -1.3003], [-0.7452, 3.0189, 0.3787], [-2.6290, -0.7059, -3.0118], [-2.0995, -1.5118, -1.5409], [-0.5535, -0.9522, -4.0153], [0.2744, -0.3811, -2.5496], [-0.1775, -2.0708, -2.7020], [-4.4245, 0.9567, 1.1249], [-3.7933, -0.1884, -0.0443], [-4.3001, -0.8842, 2.5495], [-2.6201, -0.3117, 2.7210], [-2.9843, -1.6505, 1.6346], [-7.4935, -2.6120, 2.6321], [-6.0807, -2.7839, 3.6736], [-7.3615, -1.1535, 1.6400], [-7.7141, -4.0372, 1.6251], [-8.3649, -2.5048, 3.2635]], "lowdin_charge": [-0.088, -0.208, -0.112, 0.054, -0.347, 0.191, -0.025, -0.012, 0.053, -0.111, -0.151, 0.471, -0.248, -0.213, -0.239, -0.060, -0.202, -0.228, -0.068, 0.076, 0.080, 0.078, 0.114, 0.118, 0.129, 0.132, 0.183, 0.137, 0.134, 0.140, 0.112, 0.083, 0.107, 0.121, 0.110, 0.076, 0.052, 0.082, 0.118, 0.109, 0.020, 0.086, 0.079, -1.546, 0.540, 0.519, 0.537, 0.013], "total_charge": 1, "max_force_ev_per_a": 0.994, "mol_weight_g_mol": 410.69, "lumo_ev": -2.364, "multiplicity": 1, "orbital_gap_ev": 10.347, "e_homo_ev": -12.711, "e_tot_ha": -2642.6067}

{"formula": "C6H10N2", "method": "wB97M-V/def2-TZVPD", "symbols": ["C", "C", "C", "C", "C", "C", "H", "H", "H", "H", "H", "H", "H", "H", "H", "H", "N", "N"], "xyz": [[0.8498, -1.7493, 0.9015], [0.3677, -0.4879, -0.6396], [-0.2987, 0.6824, -1.1441], [-1.4840, 1.2053, -0.2187], [-0.4282, 1.0994, 1.0250], [-0.1597, -0.4490, 0.7903], [2.0105, -1.5138, 1.2479], [0.6074, -2.7957, 1.2695], [-0.1876, -2.6143, -1.0494], [1.5356, -0.2414, -0.4608], [-0.0551, 0.8970, -2.1375], [-2.3866, 0.6430, 0.0662], [-1.4506, 2.3594, -0.5214], [-0.6806, 1.8359, 1.9455], [1.3050, 1.5080, -0.0812], [-1.1555, -0.8829, 0.9305], [0.6721, -1.9543, -0.5464], [0.3817, 1.8114, -0.2387]], "lowdin_charge": [-0.178, -0.347, -0.205, -0.127, -0.114, -0.196, 0.150, 0.104, 0.196, 0.162, 0.110, 0.089, 0.149, 0.161, 0.038, 0.117, -0.092, -0.018], "max_force_ev_per_a": 5.111, "mol_weight_g_mol": 110.16, "lumo_ev": 1.040, "relative_energy_kcal_mol": 197.2, "multiplicity": 1, "orbital_gap_ev": 9.713, "e_homo_ev": -8.673, "e_tot_ha": -343.8224}

{"formula": "C11H13FNOS", "method": "wB97M-V/def2-TZVPD", "symbols": ["C", "C", "C", "C", "C", "C", "C", "C", "C", "C", "C", "N", "O", "F", "S", "H", "H", "H", "H", "H", "H", "H", "H", "H", "H", "H", "H", "H"], "xyz": [[-3.6616, 1.8545, -0.1661], [-4.6817, 0.9968, -0.3182], [-2.2435, 1.4332, 0.2351], [-4.4899, -0.3750, -0.1654], [-2.0838, -0.0518, 0.2178], [-3.2734, -0.8080, 0.0595], [4.2094, -1.0566, -0.2183], [2.6981, -1.3487, 0.0534], [4.3975, 0.4893, -0.0175], [-0.8010, -0.4578, 0.2568], [2.1028, 0.0694, 0.2503], [3.1126, 0.9115, 0.3672], [-0.3598, -1.7182, 0.1366], [-3.0525, -2.1726, 0.0242], [0.5498, 0.7790, 0.4010], [-3.7473, 2.9072, -0.3145], [-5.6376, 1.4749, -0.6556], [-2.1640, 1.9600, 1.2343], [-5.3472, -1.0477, -0.2680], [4.8710, -1.6457, 0.3006], [4.5979, -1.3427, -1.2976], [2.1647, -1.8533, -0.6965], [2.6484, -1.8743, 1.0788], [5.2534, 0.7142, 0.6148], [4.6296, 0.9010, -0.9708], [2.8844, 1.8494, 0.5825], [-1.5490, 1.8288, -0.6071], [-1.0275, -2.4167, -0.1174]], "lowdin_charge": [-0.068, -0.095, -0.170, -0.006, -0.182, -0.201, -0.109, -0.077, -0.131, -0.480, -0.443, 0.021, 0.002, 0.042, 1.186, 0.101, 0.136, 0.150, 0.147, 0.074, 0.160, 0.094, 0.170, 0.138, 0.118, 0.142, 0.128, 0.153], "total_charge": 1, "max_force_ev_per_a": 4.189, "mol_weight_g_mol": 226.30, "lumo_ev": -4.180, "multiplicity": 1, "orbital_gap_ev": 6.529, "e_homo_ev": -10.709, "e_tot_ha": -1054.6703}

{"formula": "C3H3N3O", "method": "wB97M-V/def2-TZVPD", "symbols": ["O", "C", "C", "N", "N", "C", "N", "H", "H", "H"], "xyz": [[2.1887, -0.2909, 0.1697], [0.9891, 0.0727, 0.0671], [0.3389, 1.3472, -0.0431], [-0.9726, 1.4514, -0.1437], [-1.7648, 0.3474, -0.1457], [-1.1849, -0.8386, -0.0425], [0.1435, -1.0093, 0.0620], [1.1708, -1.6299, 0.1668], [0.9151, 2.2700, -0.0470], [-1.8238, -1.7200, -0.0435]], "lowdin_charge": [0.001, -0.471, -0.042, 0.032, 0.011, -0.157, 0.116, 0.269, 0.118, 0.123], "max_force_ev_per_a": 2.892, "smiles": "O=c1cnnc[nH]1", "mol_weight_g_mol": 97.08, "lumo_ev": -0.339, "relative_energy_kcal_mol": 57.8, "multiplicity": 1, "orbital_gap_ev": 9.634, "e_homo_ev": -9.973, "e_tot_ha": -355.5478}

{"formula": "C15H21N3O3S", "method": "wB97M-V/def2-TZVPD", "symbols": ["O", "O", "O", "N", "C", "C", "C", "C", "C", "C", "N", "N", "C", "C", "C", "C", "C", "C", "C", "C", "C", "S", "H", "H", "H", "H", "H", "H", "H", "H", "H", "H", "H", "H", "H", "H", "H", "H", "H", "H", "H", "H", "H"], "xyz": [[2.4638, 0.4768, -2.0503], [-3.1051, 0.6485, 2.7789], [-1.5196, -0.6789, 3.8636], [0.8711, 0.4866, 1.7087], [2.9015, 1.6096, -1.8377], [1.7337, 0.9906, 0.8205], [-0.5028, 0.8308, 1.6109], [-0.9674, 1.7241, 0.6343], [-0.0145, 2.4464, -0.1381], [1.4056, 2.0473, -0.0426], [2.2864, 2.4898, -0.9943], [-2.2285, -1.5349, 1.4246], [-0.1054, -2.8757, 1.7355], [4.1914, 2.0811, -2.4345], [3.1256, 3.6240, -0.9035], [-3.4584, -1.1205, 0.7869], [4.2107, 3.4443, -1.9184], [-3.9274, -2.3134, -0.1047], [-2.8198, -2.8837, -1.0172], [-1.5076, -3.1876, -0.2610], [-1.0426, -2.2153, 0.7469], [-1.8384, -0.1879, 2.5730], [2.6940, 0.6012, 0.8918], [-1.9903, 1.8686, 0.5984], [-0.3352, 3.1574, -0.9885], [0.2288, -3.8286, 1.3658], [0.7652, -2.3039, 1.9956], [-0.6713, -3.1704, 2.5972], [4.1119, 2.0551, -3.5664], [5.0547, 1.5193, -2.1120], [2.5511, 4.5020, -1.1744], [3.4910, 3.6043, 0.1791], [-4.3193, -1.1080, 1.5535], [-3.4206, -0.2703, 0.0994], [3.8312, 3.9016, -2.8629], [5.2193, 3.6132, -1.5354], [-4.7913, -2.1540, -0.6154], [-4.2198, -3.1090, 0.5073], [-3.1568, -3.8111, -1.4809], [-2.5363, -2.1996, -1.7931], [-0.6981, -3.1503, -0.9102], [-1.5839, -4.1752, 0.0827], [-0.3768, -1.4442, 0.1871]], "lowdin_charge": [0.061, -0.363, -0.296, 0.100, -0.429, -0.060, -0.224, -0.051, 0.074, -0.179, -0.040, -0.144, -0.049, -0.113, -0.151, -0.231, -0.186, -0.165, -0.151, -0.176, -0.368, 0.776, 0.108, 0.074, 0.146, 0.074, 0.066, 0.082, 0.153, 0.125, 0.122, 0.156, 0.147, 0.113, 0.137, 0.128, 0.074, 0.093, 0.110, 0.100, 0.101, 0.102, 0.153], "max_force_ev_per_a": 4.936, "smiles": "C[C@H]1CCCCN1S(=O)(=O)c1ccc(N2CCCC2=O)cn1", "mol_weight_g_mol": 323.42, "lumo_ev": -0.356, "relative_energy_kcal_mol": 138.3, "multiplicity": 1, "orbital_gap_ev": 8.945, "e_homo_ev": -9.300, "e_tot_ha": -1372.1976}

{"formula": "C5H11O3", "method": "wB97M-V/def2-TZVPD", "symbols": ["C", "C", "O", "O", "H", "H", "H", "C", "C", "C", "O", "H", "H", "H", "H", "H", "H", "H", "H"], "xyz": [[1.0383, 0.5734, -2.8538], [1.4823, 1.5319, -1.7226], [2.5523, 2.1239, -1.9276], [0.7970, 1.4926, -0.6608], [0.1459, -0.0270, -2.7281], [1.9415, -0.0030, -3.0721], [0.9810, 1.2182, -3.7375], [-1.1708, -0.7345, 1.1159], [0.0421, -1.6336, 1.4580], [-1.3424, 0.4242, 2.0913], [-1.0648, -0.3577, -0.2168], [-2.0631, -1.3664, 1.1905], [0.4244, -2.0035, 0.5043], [-0.4154, 0.7507, 2.5690], [-1.9222, 1.2781, 1.7599], [-1.8292, -0.0330, 2.9593], [-0.3261, 0.1684, -0.6149], [-0.1827, -2.3983, 2.1982], [0.9117, -1.0042, 1.6878]], "lowdin_charge": [-0.045, -0.769, -0.079, -0.096, 0.049, 0.060, 0.057, -0.515, -0.062, -0.066, -0.102, 0.119, 0.072, 0.069, 0.073, 0.062, 0.038, 0.062, 0.075], "total_charge": -1, "max_force_ev_per_a": 2.188, "mol_weight_g_mol": 119.14, "lumo_ev": 3.764, "relative_energy_kcal_mol": 21.4, "multiplicity": 1, "orbital_gap_ev": 8.236, "e_homo_ev": -4.472, "e_tot_ha": -422.8796}

{"formula": "C9H18OS3", "method": "wB97M-V/def2-TZVPD", "symbols": ["C", "C", "C", "C", "C", "C", "C", "C", "C", "H", "H", "H", "H", "H", "H", "H", "H", "H", "H", "H", "H", "H", "H", "H", "H", "H", "H", "O", "S", "S", "S"], "xyz": [[-1.5877, 1.5802, 0.8983], [-2.0334, 1.1602, -0.4960], [-3.4642, 0.6848, -0.5922], [-1.2543, -2.2476, 0.2964], [-0.1177, -2.6915, -0.2871], [1.1690, -2.7304, 0.4494], [1.7846, -0.1103, -0.0434], [2.7556, 0.9591, -0.4805], [2.2460, 2.3577, -0.1587], [-1.6293, 0.7429, 1.5942], [-0.5419, 1.9033, 0.9279], [-2.1739, 2.4128, 1.3287], [-1.9772, 1.9777, -1.2007], [-1.4359, 0.3397, -0.8843], [-4.1506, 1.4251, -0.2381], [-3.7122, 0.4601, -1.6421], [-1.2978, -1.9418, 1.3238], [-0.1317, -3.0056, -1.3505], [1.0989, -2.4249, 1.4975], [1.7079, -3.7346, 0.4060], [1.5567, -0.1941, 1.0011], [0.8204, -0.0602, -0.6485], [2.9168, 0.9267, -1.5624], [3.6853, 0.8305, 0.0399], [1.2836, 2.5336, -0.6692], [2.0660, 2.4180, 0.8731], [2.9460, 3.1450, -0.3996], [3.7088, -1.8822, 0.5079], [-3.8754, -0.7976, 0.4089], [-2.8442, -2.2906, -0.5346], [2.4820, -1.7459, -0.3652]], "lowdin_charge": [-0.108, -0.331, -0.549, -0.497, -0.253, -0.362, -0.372, -0.301, -0.109, 0.053, 0.049, 0.086, 0.106, 0.071, 0.060, 0.078, 0.060, 0.116, 0.098, 0.111, 0.088, 0.105, 0.114, 0.098, 0.076, 0.052, 0.072, -0.535, 0.499, 0.524, 0.900], "max_force_ev_per_a": 1.975, "mol_weight_g_mol": 238.44, "lumo_ev": 0.550, "relative_energy_kcal_mol": 0.0, "multiplicity": 1, "orbital_gap_ev": 9.256, "e_homo_ev": -8.705, "e_tot_ha": -1623.4794}

What is the formula in the third record? C13H25Cl3N2O4P